{
  "formula": "C2H17NO5",
  "method": "ωB97M-V/def2-TZVPD",
  "elements": ["O", "H", "H", "O", "O", "H", "H", "H", "H", "O", "H", "H", "H", "H", "H", "H", "H", "H", "H", "H", "H", "C", "O", "C", "N"],
  "coordinates": [[0.022, 0.093, 3.519], [0.661, -2.746, -2.022], [0.309, 0.995, 3.682], [-1.383, -2.035, -0.046], [1.972, -0.230, -1.483], [0.883, 1.981, 0.800], [-1.330, -2.882, 0.395], [2.566, 0.469, -1.736], [0.400, -0.897, 0.696], [0.695, -3.480, -1.380], [-2.513, 1.799, -0.958], [0.966, -2.948, -0.633], [1.961, -0.982, 1.150], [-0.157, 3.368, 0.297], [1.444, 0.153, -0.762], [-1.784, 0.551, -2.055], [0.030, 2.242, -1.483], [-1.809, 0.341, -0.350], [-0.846, 2.070, 1.171], [-1.489, -2.237, -1.002], [0.348, -0.032, 2.593], [-0.099, 2.271, 0.401], [1.140, -0.489, 1.177], [-1.681, 1.104, -1.116], [-0.308, 1.521, -0.854]],
  "smiles": "CNC.O.O.O.O.O",
  "total_energy_ha": -517.30957,
  "total_charge": 0,
  "homo_lumo_gap_ev": 9.6,
  "e_lumo_ha": 0.013,
  "multiplicity": 1,
  "relative_energy_ev": 1.964
}



{
  "formula": "C2H17NO5",
  "method": "ωB97M-V/def2-TZVPD",
  "elements": ["H", "H", "O", "H", "H", "O", "H", "H", "H", "C", "H", "H", "H", "H", "H", "N", "H", "H", "O", "H", "C", "O", "H", "O", "H"],
  "coordinates": [[-2.240, -0.450, -1.404], [2.218, 1.066, -1.467], [0.785, -0.943, 2.971], [1.044, -1.766, 2.602], [-1.454, -2.828, 0.634], [-0.699, -1.368, -2.313], [-0.877, 0.443, -0.085], [-3.172, 0.652, -1.322], [1.411, 3.273, -1.061], [1.042, 2.402, -0.384], [-0.901, 0.527, 1.412], [0.005, 2.366, -0.317], [1.021, 0.246, 1.073], [-1.238, -2.074, -2.436], [2.272, -0.662, -0.134], [1.463, 1.088, -0.814], [-0.156, -1.144, 3.262], [1.462, 2.873, 0.552], [-3.027, -0.138, -1.833], [-0.349, -1.745, 0.749], [1.879, 0.267, 0.389], [-0.940, -2.268, 1.263], [-0.814, -0.860, -3.076], [-1.504, 0.381, 0.729], [2.768, 0.658, 1.010]],
  "total_energy_ha": -516.93623,
  "total_charge": 1,
  "homo_lumo_gap_ev": [10.5, 5.1],
  "e_lumo_ha": [-0.132, -0.331],
  "multiplicity": 2,
  "relative_energy_ev": 1.794
}